1.
The following is a DFT calculation (ωB97M-V/def2-TZVPD) of one molecule with the formula C14H22N6O3 at a distorted geometry.

```
! RIJCOSX wB97M-V def2-TZVPD def2/J DEFGRID3
* xyz 0 1
O -6.017 0.690 -0.209
O 1.286 3.734 0.812
O 1.849 -0.145 -1.111
N -3.090 -1.115 -0.302
N -5.421 -0.512 -0.329
N -0.863 -1.452 -0.106
N -2.733 1.721 -0.234
N -5.143 1.712 -0.117
N -0.502 1.440 -0.495
C -1.198 -2.866 -0.216
C -3.955 1.162 -0.181
C 1.019 3.383 -0.523
C 3.240 0.158 -1.123
C -1.810 -3.447 1.055
C -1.899 -0.575 -0.210
C 3.959 -1.066 -0.560
C -4.134 -0.266 -0.309
C 2.909 -1.616 0.400
C 0.390 -1.181 0.562
C -1.721 0.891 -0.303
C 1.263 2.665 1.723
C 1.611 -1.336 -0.362
C -0.396 2.857 -0.780
H 2.917 -1.053 1.336
H 3.421 1.039 -0.492
H -2.752 -2.949 1.264
H 1.937 1.859 1.404
H 1.610 3.067 2.674
H 4.894 -0.803 -0.072
H 3.531 0.396 -2.149
H -1.914 -2.968 -1.032
H -2.000 -4.507 0.914
H 0.385 -0.184 1.003
H -1.116 3.382 -0.148
H 1.749 2.639 -0.878
H 4.160 -1.786 -1.353
H 0.254 2.260 1.853
H 3.038 -2.672 0.619
H -1.146 -3.325 1.908
H -0.282 -3.403 -0.472
H -0.664 3.051 -1.825
H 1.416 -2.146 -1.081
H 1.162 4.310 -1.081
H 0.504 -1.906 1.378
H 0.251 0.864 -0.851
*
```

## Properties
- SMILES = CCN(C[C@@H]1CCCO1)c1nc2nonc2nc1NCCOC
- Kohn-Sham gap (eV) = 8.3
- ΔE to the lowest compared entry with this formula, charge and spin (kcal/mol) = 0.00

Calculated atomic charges, method Löwdin, unit e: O -0.096; O -0.172; O -0.139; N 0.180; N 0.126; N -0.063; N 0.186; N 0.126; N 0.051; C -0.209; C -0.308; C -0.200; C -0.186; C -0.068; C -0.178; C -0.146; C -0.302; C -0.124; C -0.097; C -0.220; C -0.108; C -0.299; C -0.147; H 0.123; H 0.111; H 0.065; H 0.077; H 0.093; H 0.116; H 0.126; H 0.118; H 0.076; H 0.122; H 0.122; H 0.107; H 0.117; H 0.083; H 0.122; H 0.065; H 0.113; H 0.130; H 0.150; H 0.127; H 0.129; H 0.103

2.
The following is a DFT calculation (ωB97M-V/def2-TZVPD) of C14H23BN6OSn as an isolated structure at a distorted geometry.

```
! RIJCOSX wB97M-V def2-TZVPD def2/J DEFGRID3
* xyz 2 1
Sn -0.024 -0.083 -0.119
O 0.279 0.145 2.203
N -1.604 -0.239 -1.521
N 1.293 -1.054 -1.445
N 1.158 -0.766 -2.783
N 0.575 1.759 -1.173
N -1.294 -0.051 -2.841
N 0.547 1.694 -2.544
C 0.438 1.464 3.896
C 0.904 3.022 -0.818
C -1.402 -0.254 4.016
C 2.676 -2.347 -2.565
C -2.404 -0.240 -3.561
C 0.021 0.038 3.568
C -2.908 -0.556 -1.409
C 1.032 -0.987 4.022
C 2.199 -2.052 -1.305
C 0.902 2.885 -3.045
C 2.012 -1.533 -3.465
C -0.567 -1.864 1.014
C 1.132 3.740 -1.983
C -3.432 -0.558 -2.690
B 0.165 0.350 -3.264
H 0.226 0.480 -4.448
H 1.424 1.652 3.459
H 0.967 3.329 0.236
H -1.606 -2.060 0.713
H -1.388 -0.144 5.103
H 1.090 -0.897 5.097
H -1.762 -1.261 3.790
H 2.449 -2.462 -0.316
H 0.955 2.990 -4.119
H -1.092 0.969 0.974
H 2.015 -0.768 3.595
H -0.280 2.161 3.457
H 0.463 1.529 4.973
H -2.114 0.471 3.608
H 0.223 -2.584 0.752
H 2.062 -1.415 -4.535
H 0.777 -2.015 3.761
H -0.544 -1.688 2.101
H 3.426 -3.074 -2.811
H -2.337 -0.125 -4.630
H -3.373 -0.750 -0.433
H 1.437 4.769 -2.064
H -4.446 -0.769 -2.966
*
```

## Properties
- Kohn-Sham gap (alpha / beta) (eV) = 5.3 / 5.3
- ΔE to the lowest compared entry with this formula, charge and spin (kcal/mol) = 67.59

Calculated atomic charges, method Löwdin, unit e: Sn 1.317; O -0.242; N -0.121; N -0.103; N 0.001; N -0.084; N -0.005; N -0.012; C 0.011; C -0.071; C 0.003; C -0.007; C -0.001; C -0.690; C -0.077; C 0.024; C -0.068; C -0.003; C 0.005; C -0.037; C -0.012; C -0.009; B -0.429; H 0.134; H 0.110; H 0.139; H 0.050; H 0.113; H 0.117; H 0.096; H 0.141; H 0.149; H 0.180; H 0.113; H 0.105; H 0.114; H 0.104; H 0.046; H 0.150; H 0.103; H -0.004; H 0.123; H 0.147; H 0.139; H 0.122; H 0.120

3.
The following is a DFT calculation (ωB97M-V/def2-TZVPD) of C14H23Cl4Mg3O10 as an isolated structure at a distorted geometry.

```
! RIJCOSX wB97M-V def2-TZVPD def2/J DEFGRID3
* xyz 2 2
Cl -3.482 0.379 -0.631
Cl 1.645 3.345 0.691
Cl 1.459 5.734 3.055
Cl -1.525 2.608 0.805
Mg 0.332 -1.348 -0.983
Mg -2.487 -1.800 0.928
Mg 3.310 0.045 -0.056
O -0.703 -0.878 0.726
O -2.614 -2.786 2.591
O 3.723 -1.772 -0.534
O 1.914 -2.422 -1.373
O -2.942 -2.950 -0.556
O -3.178 -0.824 2.496
O 1.388 -0.356 0.563
O 2.570 0.872 -1.725
O -1.198 -2.388 -1.667
O 0.695 0.191 -2.235
C 0.161 0.271 2.639
C -2.611 2.981 -0.585
C -2.622 1.737 -1.492
C 1.948 1.348 -4.007
C -3.070 -1.821 3.192
C 3.177 -2.539 -1.330
C 2.997 5.142 2.339
C -3.417 -1.877 4.689
C 3.946 -3.647 -2.025
C -3.068 -3.438 -2.903
C 0.308 -0.344 1.244
C 1.723 0.789 -2.606
C 2.834 3.621 2.003
C -2.364 -2.873 -1.653
H 0.214 -0.545 3.360
H 2.478 3.141 2.914
H 3.066 5.742 1.431
H -1.638 1.353 -1.758
H -2.226 3.896 -1.035
H 3.812 3.232 1.722
H -4.075 -2.715 4.920
H -3.609 3.163 -0.185
H 0.987 0.970 2.769
H 2.993 1.295 -4.312
H 1.695 2.408 -4.013
H -3.773 -2.698 -3.280
H -3.979 -0.982 4.959
H 3.860 5.300 2.987
H 5.016 -3.729 -1.833
H -2.363 -3.792 -3.656
H -3.176 1.883 -2.420
H 3.492 -4.572 -1.668
H -2.515 -2.034 5.282
H 1.335 0.749 -4.679
H -3.595 -4.380 -2.752
H -0.739 0.874 2.755
H 3.891 -3.559 -3.110
*
```

## Properties
- Kohn-Sham gap (alpha / beta) (eV) = 8.3 / 2.8

Calculated atomic charges, method Löwdin, unit e: Cl 0.651; Cl 0.563; Cl 0.547; Cl 0.577; Mg 0.728; Mg 0.756; Mg 1.094; O -0.088; O 0.246; O -0.048; O -0.039; O -0.050; O 0.217; O -0.069; O -0.064; O -0.036; O -0.038; C 0.043; C -0.552; C -0.519; C 0.052; C -0.579; C -0.594; C -0.606; C 0.108; C 0.048; C 0.049; C -0.543; C -0.641; C -0.638; C -0.603; H 0.107; H 0.054; H 0.062; H 0.055; H 0.088; H 0.064; H 0.119; H 0.075; H 0.078; H 0.094; H 0.097; H 0.097; H 0.115; H 0.084; H 0.094; H 0.092; H 0.089; H 0.100; H 0.117; H 0.094; H 0.093; H 0.061; H 0.099